Record 1
Below is a cluster of 6 separate species, C26H53F3N2O11 in total, with properties calculated with ωB97M-V/def2-TZVPD.

Calculated values
Kohn-Sham gap: 0.362 hartree
LUMO level: 0.47 eV
Structure (SMILES): CCOC(=O)C(F)(F)F.COCCOCCOC.COCCOCCOC.COCCOCCOC.CC#N.CC#N

The geometry in XYZ format:
```
95
Properties=species:S:1:pos:R:3:forces:R:3
C 4.4179 4.4426 -1.5615 -0.48 0.14 0.66
C 2.9044 4.4312 -1.3605 0.44 -1.06 -1.02
O 2.6179 4.3329 0.0475 0.57 -0.02 0.08
C 2.1552 5.3980 0.6577 -0.97 0.12 -0.01
O 1.7435 6.3920 0.1467 0.30 0.62 0.06
C 1.9843 5.1756 2.1702 0.72 -1.15 0.23
F 0.6986 5.1274 2.4945 -0.20 0.29 -0.02
F 2.5289 3.9927 2.5476 -0.10 0.23 -0.01
F 2.5963 6.1222 2.8683 -0.14 0.32 0.02
H 4.6991 4.6278 -2.5947 -0.13 0.15 -0.04
H 4.8712 3.5023 -1.2506 0.02 0.04 0.13
H 4.7620 5.2521 -0.9140 0.49 -0.04 -0.25
H 2.4698 3.5056 -1.7421 -0.05 0.12 -0.23
H 2.4607 5.2741 -1.8850 -0.31 0.17 0.59
C -6.0245 -5.1749 1.7370 1.10 -0.18 0.23
O -5.7796 -3.7980 1.5598 -0.47 0.29 -0.25
C -6.8486 -2.9670 1.9583 0.75 -0.02 0.40
C -6.4341 -1.5154 2.0263 -1.19 0.54 -0.59
O -5.3610 -1.2183 2.8569 0.33 -0.63 0.02
C -5.0461 0.1588 2.8885 -0.19 -0.52 0.20
C -3.8493 0.3342 3.7975 -0.04 0.55 0.54
O -2.6444 -0.2289 3.3632 0.02 -0.90 -0.11
C -2.1752 0.1742 2.1048 0.60 0.93 -0.19
H -5.3705 -5.6914 1.0285 -0.14 -0.01 0.03
H -7.0468 -5.5252 1.5708 -0.11 0.37 0.03
H -5.6673 -5.4407 2.7422 -0.42 -0.24 -0.04
H -7.2318 -3.2275 2.9526 0.03 -0.38 -0.04
H -7.6489 -3.0391 1.2175 -0.29 0.04 0.11
H -7.3476 -1.0200 2.4039 0.04 0.16 0.00
H -6.3219 -1.1218 1.0052 0.49 -0.03 0.03
H -5.9037 0.6979 3.3144 0.11 0.23 -0.06
H -4.8739 0.5081 1.8642 0.00 0.18 0.11
H -4.0525 -0.1176 4.7693 -0.15 -0.39 -0.16
H -3.7317 1.3922 4.0741 0.08 0.24 -0.53
H -1.4012 -0.4903 1.7178 -0.21 -0.41 0.38
H -1.6627 1.1388 2.2184 -0.28 0.16 -0.26
H -2.9400 0.2455 1.3280 -0.03 0.00 0.14
C 4.7500 -0.1459 -2.3065 -0.52 0.19 0.97
O 4.1625 -1.0138 -1.3441 -0.21 -0.40 -0.22
C 5.1151 -1.6979 -0.5796 0.21 -0.14 1.30
C 4.5190 -2.4277 0.6196 -1.15 -0.18 -0.68
O 4.2105 -1.4815 1.6151 0.74 0.19 0.41
C 3.9756 -2.0317 2.8926 -0.77 -0.29 -0.29
C 3.6526 -0.9508 3.8897 0.00 -0.39 0.47
O 4.7418 -0.0957 4.0994 0.56 -0.12 -0.47
C 4.5268 0.8649 5.0745 0.02 1.33 0.93
H 5.6693 -0.5662 -2.7134 -0.09 -0.01 -0.30
H 4.9696 0.8043 -1.8039 0.28 0.04 -0.17
H 3.9732 0.0459 -3.0423 0.24 -0.10 -0.31
H 5.7855 -0.9859 -0.0827 0.38 0.09 -0.41
H 5.6840 -2.4275 -1.1603 0.08 0.11 -0.31
H 5.1883 -3.2309 0.9447 0.34 0.33 0.26
H 3.5803 -2.9427 0.3603 0.08 -0.02 -0.29
H 4.7643 -2.7025 3.2488 0.43 0.33 -0.16
H 3.0846 -2.6738 2.8278 -0.11 -0.01 0.11
H 3.4286 -1.4757 4.8305 -0.24 0.09 -0.01
H 2.7558 -0.4011 3.5779 0.04 0.09 -0.01
H 4.4114 0.4923 6.1010 -0.36 -0.51 -0.20
H 3.6925 1.5409 4.8476 -0.27 -0.30 -0.07
H 5.3755 1.5466 5.1832 0.28 -0.35 -0.57
C -3.6610 -0.2180 -6.9470 -0.17 0.21 0.52
O -3.1052 -1.4166 -6.4515 0.57 0.35 -0.39
C -3.0676 -1.4804 -5.0528 -0.31 -0.71 0.60
C -2.1478 -2.6278 -4.6645 0.39 0.42 -0.94
O -2.3638 -2.9075 -3.3173 -0.44 0.04 0.39
C -1.4747 -3.8121 -2.7355 0.89 -0.39 -0.27
C -0.1453 -3.2080 -2.2967 -0.09 -0.45 0.16
O -0.3730 -2.1696 -1.3851 -0.11 -0.01 -0.05
C 0.7872 -1.7095 -0.7318 -0.25 -0.25 0.02
H -3.2262 0.0722 -7.8999 0.05 -0.41 -0.17
H -3.4546 0.6066 -6.2585 -0.06 0.06 0.04
H -4.7420 -0.3304 -7.0361 -0.14 0.14 -0.14
H -4.0600 -1.6991 -4.6381 -0.09 0.06 -0.04
H -2.7173 -0.5660 -4.5625 0.06 0.18 -0.30
H -1.1193 -2.3198 -4.9016 0.10 0.03 0.36
H -2.3234 -3.4748 -5.3413 -0.31 -0.22 0.29
H -1.2357 -4.6243 -3.4383 -0.01 0.01 -0.08
H -1.9240 -4.3053 -1.8733 -0.36 0.40 0.04
H 0.4770 -2.8837 -3.1392 -0.10 0.21 -0.10
H 0.3984 -4.0392 -1.8222 0.13 0.04 0.09
H 0.4541 -0.8651 -0.1357 0.20 0.15 -0.07
H 1.5777 -1.4371 -1.4376 -0.01 0.19 0.03
H 1.1942 -2.4688 -0.0505 0.00 -0.11 -0.04
C 2.4080 1.0531 0.8266 0.41 0.54 0.05
C 1.0848 1.5477 0.4670 -0.09 -0.01 0.41
N 0.0415 1.9462 0.1950 0.16 -0.03 -0.06
H 2.7737 1.4598 1.7708 -0.41 0.13 0.08
H 3.1040 1.4516 0.0867 0.09 -0.42 -0.13
H 2.4674 -0.0271 0.9110 -0.04 -0.04 -0.35
C -0.7104 4.7568 -1.2862 -0.02 -0.72 -1.17
C -0.1925 5.9280 -1.9673 -0.16 0.33 0.54
N 0.2287 6.8358 -2.5232 0.10 0.22 -0.33
H -0.3647 3.9365 -1.9258 -0.06 -0.26 0.41
H -1.7959 4.7215 -1.3626 -0.01 0.16 0.31
H -0.3558 4.5805 -0.2782 -0.02 0.27 0.06
```
Positions in Å, forces in eV/Å.

=====

Record 2
Below is a cluster of 2 separate species, C2Cl4Si in total, with properties calculated with ωB97M-V/def2-TZVPD.

Calculated values
Kohn-Sham gap (spin up / spin down): 0.363 / 0.149 hartree
Energy above the lowest of the compared OMol25 structures with the same formula, charge and spin: 35.5 kcal/mol
LUMO level (spin up / spin down): -0.77 / -3.37 eV

The geometry in XYZ format:
```
7
Properties=species:S:1:pos:R:3:forces:R:3
C -1.0441 0.3647 1.6464 1.34 -0.30 3.02
C -1.5023 0.3212 0.5139 -2.57 0.90 -3.95
Si 2.5969 -0.0861 -0.1150 -0.18 -2.78 1.85
Cl -2.4729 0.9107 -0.7366 0.99 -0.79 1.07
Cl 1.2483 1.2736 -0.3312 -0.92 2.45 -0.73
Cl 3.4529 -0.8285 -1.7361 0.89 0.07 -1.15
Cl 3.7711 0.0934 1.5310 0.45 0.46 -0.10
```
Positions in Å, forces in eV/Å.

=====

Record 3
Below is a cluster of 12 separate species, C40H112N8O12 in total, with properties calculated with ωB97M-V/def2-TZVPD.

Calculated values
Kohn-Sham gap: 0.328 hartree
Energy above the lowest of the compared OMol25 structures with the same formula, charge and spin: 56.4 kcal/mol
LUMO level: 0.55 eV
Structure (SMILES): COC[C@H](C)N.COC[C@H](C)N.COC[C@H](C)N.COC[C@H](C)N.COC[C@H](C)N.COC[C@H](C)N.COC[C@H](C)N.COC[C@H](C)N.CCO.CCO.CCO.CCO

The geometry in XYZ format:
```
172
Properties=species:S:1:pos:R:3:forces:R:3
C -3.6759 5.2427 6.6282 0.67 -0.72 -0.33
O -2.4804 4.4766 6.6152 0.38 -0.50 -0.40
C -2.3309 3.6903 5.4018 0.56 0.95 1.49
C -0.8483 3.2605 5.2352 0.29 -0.01 -0.86
C 0.1094 4.4334 5.1264 0.21 0.56 0.98
N -0.8026 2.5006 3.9982 -0.66 0.40 -0.75
H -3.7127 5.8282 7.5469 0.11 -0.02 -0.13
H -4.5257 4.5610 6.5933 -0.37 0.11 -0.03
H -3.6566 5.8743 5.7402 -0.39 0.35 0.02
H -3.0367 2.8603 5.4357 0.14 -0.41 0.07
H -2.6406 4.3153 4.5643 0.26 0.10 -0.35
H -0.4642 2.5685 5.9846 -0.52 0.38 0.98
H -0.2269 5.2140 4.4439 -0.18 -0.08 -0.06
H 1.1354 4.1764 4.8630 -0.11 -0.59 -0.40
H 0.2575 4.8633 6.1170 -0.35 0.34 0.08
H 0.0986 2.0772 3.8287 0.24 0.03 0.17
H -1.4435 1.7283 4.1121 0.13 -0.57 -0.34
C -3.5444 0.6548 -0.8292 -0.28 1.10 1.18
O -2.9621 1.9443 -0.8566 0.44 0.11 -1.56
C -2.9112 2.6320 0.3642 -0.20 -0.81 -0.26
C -1.8014 3.6970 0.4376 0.06 -0.46 1.41
C -0.3535 3.1535 0.3512 -0.84 0.07 -0.69
N -1.9345 4.3285 1.7588 0.24 0.72 -0.29
H -2.9682 0.0460 -0.1324 0.31 -0.64 -0.43
H -3.6818 0.2753 -1.8417 0.44 -0.06 0.15
H -4.5239 0.7323 -0.3574 -0.50 -0.09 -0.08
H -3.9021 3.0303 0.5823 -0.25 0.81 -0.18
H -2.8567 1.8778 1.1492 0.93 -0.04 0.53
H -1.9207 4.4926 -0.2978 -0.24 -0.28 -0.36
H 0.3285 3.9976 0.4530 0.07 -0.05 0.24
H -0.1716 2.7021 -0.6241 -0.09 -0.09 -0.05
H -0.1601 2.3865 1.1012 -0.02 0.16 0.16
H -2.8917 4.4903 2.0374 -0.10 -0.02 -0.11
H -1.4595 3.8081 2.4823 0.02 -0.40 0.17
C -6.4704 1.2023 3.6885 -0.25 0.66 0.62
O -5.4538 0.3102 3.3210 0.57 -0.33 -0.83
C -4.1256 0.6020 3.7696 -0.88 0.78 1.09
C -3.0693 -0.3088 3.2473 1.09 -2.86 -0.46
C -3.4264 -1.8104 3.3043 -1.14 0.28 -0.84
N -1.8267 -0.2238 4.0019 0.16 1.36 0.57
H -6.6701 1.1827 4.7599 0.24 -0.04 0.34
H -7.4417 0.9981 3.2379 0.33 -0.76 -0.41
H -6.2993 2.2440 3.4172 0.59 0.18 -0.10
H -3.8201 1.6281 3.5653 -0.23 0.34 -0.40
H -4.0980 0.5436 4.8576 -0.15 -0.17 0.47
H -2.8190 -0.0576 2.2166 -0.13 0.08 -0.15
H -2.7700 -2.4815 2.7502 0.32 0.53 -0.40
H -4.4211 -1.8757 2.8635 -0.26 -0.70 0.33
H -3.3499 -2.2193 4.3118 -0.58 0.34 0.26
H -1.9584 -0.6320 4.9162 -0.15 0.00 0.26
H -1.1398 -0.8197 3.5624 0.09 -0.14 -0.31
C 2.1945 1.0079 -5.1248 -0.65 -0.47 -1.47
O 2.7926 -0.2214 -5.5276 -0.37 0.31 0.52
C 3.7995 -0.5702 -4.6202 0.82 -0.60 -0.08
C 3.3314 -1.3286 -3.3604 1.43 0.52 -0.71
C 4.4009 -1.2388 -2.3215 0.58 0.21 1.36
N 3.2055 -2.7399 -3.6657 -1.75 -0.10 0.72
H 2.9757 1.7632 -5.2111 -0.34 0.34 0.73
H 1.6010 0.9278 -4.2140 0.76 0.19 0.63
H 1.4144 1.2228 -5.8550 0.17 0.08 -0.39
H 4.4792 -1.2255 -5.1648 -0.15 -0.54 -0.09
H 4.5044 0.2288 -4.3905 -0.52 0.88 0.32
H 2.4363 -0.8698 -2.9402 -0.36 -0.37 -0.26
H 5.3534 -1.6084 -2.7014 0.15 0.02 -0.08
H 4.1468 -1.8432 -1.4508 -0.08 -0.33 -0.07
H 4.5556 -0.2508 -1.8879 0.00 0.29 -0.44
H 2.4331 -2.8627 -4.3048 0.32 -0.39 -0.43
H 4.0704 -3.1622 -3.9719 -0.10 0.14 -0.30
C -0.5239 -0.8603 -2.2288 0.39 0.69 -0.12
O -0.1531 -0.3650 -0.9477 -1.29 -0.18 -0.34
C -0.0147 -1.3581 0.0498 1.31 0.57 0.43
C 0.3916 -0.6537 1.3828 1.89 0.09 -0.50
C 1.8847 -0.0964 1.3664 -1.18 -0.35 -1.10
N 0.2979 -1.6754 2.3983 -0.37 -0.90 0.17
H -1.4763 -1.3852 -2.3040 -0.05 -0.35 0.58
H 0.2838 -1.4547 -2.6558 0.04 -0.46 0.05
H -0.6440 -0.0118 -2.9023 0.11 0.29 0.20
H -0.8150 -2.0634 0.2740 -1.04 0.62 -0.30
H 0.7463 -2.0450 -0.3204 0.74 -0.09 0.37
H -0.2922 0.1698 1.5887 -0.20 0.02 -0.08
H 2.5473 -0.8955 1.0339 -0.03 -0.26 0.28
H 2.2025 0.2671 2.3436 -0.16 -0.01 -0.03
H 2.0350 0.6719 0.6081 -0.23 0.38 0.12
H 0.8842 -2.4231 2.0556 -0.11 -0.65 -0.14
H 0.7321 -1.4647 3.2855 0.04 0.74 0.17
C -8.1218 0.0618 -3.9089 -0.03 -0.67 -0.96
O -7.2614 0.4039 -4.9817 0.79 1.06 -0.29
C -5.8929 0.0469 -4.7235 -0.24 0.05 0.00
C -4.8710 0.4673 -5.8260 -0.41 0.32 -0.12
C -3.4821 -0.1645 -5.6267 -1.06 -0.41 0.28
N -4.6627 1.9103 -5.9869 -0.28 -0.46 0.06
H -8.2797 -1.0135 -3.9916 -0.03 -0.33 0.54
H -9.1001 0.5059 -4.0933 0.20 0.32 0.07
H -7.7387 0.3193 -2.9214 0.09 0.16 0.01
H -5.6032 0.5144 -3.7825 0.22 0.02 0.31
H -5.9246 -1.0351 -4.5953 0.57 -0.32 0.06
H -5.3035 0.1016 -6.7573 0.11 -0.04 -0.22
H -3.6419 -1.2423 -5.6597 0.46 -0.14 0.00
H -3.0767 0.0925 -4.6481 0.03 0.05 0.14
H -2.7655 0.1534 -6.3840 -0.27 -0.02 -0.06
H -4.2019 2.2541 -5.1565 0.00 0.29 0.15
H -5.5480 2.3860 -6.0873 -0.11 0.14 0.09
C 3.2869 -6.7737 -5.2029 -1.58 -0.06 0.86
O 3.0278 -6.6329 -3.7669 0.05 0.51 -0.14
C 1.7907 -5.9887 -3.3108 -0.07 -1.18 -0.19
C 1.7369 -5.8275 -1.7528 -0.88 1.00 -1.60
C 0.3749 -5.2821 -1.2856 -0.53 -1.20 0.04
N 2.7186 -4.8614 -1.4037 1.59 -0.05 0.87
H 3.3825 -5.8315 -5.7425 0.30 0.28 0.33
H 2.4426 -7.2775 -5.6735 -0.32 -0.08 0.04
H 4.1275 -7.4380 -5.4035 0.24 0.34 0.64
H 1.6683 -4.9894 -3.7285 0.18 0.10 -0.18
H 0.9348 -6.5879 -3.6215 -0.08 -0.23 -0.28
H 1.9745 -6.7552 -1.2322 -0.19 -0.18 -0.20
H 0.0974 -4.2361 -1.4154 0.77 0.22 -0.54
H 0.2985 -5.4316 -0.2086 -0.09 -0.18 0.06
H -0.4140 -5.8526 -1.7757 -0.24 -0.11 0.20
H 3.5359 -5.2280 -1.8702 0.85 0.35 0.32
H 2.5670 -3.9713 -1.8563 -0.24 0.21 -0.37
C 2.5230 3.0191 -1.8634 -0.18 -0.13 -0.35
O 3.5646 2.6435 -2.7558 -0.12 -0.80 0.41
C 4.2080 3.7099 -3.4430 -0.37 -0.67 1.81
C 5.6320 3.3532 -3.8603 0.07 0.40 0.58
C 6.4820 2.8270 -2.6575 -1.08 -0.02 -0.23
N 6.2343 4.5992 -4.3457 0.19 0.20 -0.18
H 2.1705 2.1667 -1.2827 0.20 -0.39 -0.40
H 1.6702 3.4103 -2.4180 -0.17 0.15 -0.05
H 2.7918 3.7435 -1.0945 0.53 0.41 -0.17
H 3.5961 4.0367 -4.2838 0.02 0.21 -0.19
H 4.2661 4.4630 -2.6572 0.19 0.87 -0.36
H 5.5265 2.6292 -4.6683 0.57 -0.12 -0.07
H 6.2723 3.4280 -1.7727 -0.13 0.29 0.03
H 7.5663 2.8494 -2.7664 -0.18 -0.07 -0.59
H 6.1334 1.8305 -2.3862 0.20 -0.12 -0.09
H 6.0159 5.3082 -3.6604 0.39 0.18 0.54
H 5.7580 4.9922 -5.1449 -0.12 -0.45 -0.57
C -3.1300 -3.8744 -0.5824 0.23 -0.46 0.16
C -3.4795 -5.3079 -0.2005 -0.49 -0.01 -0.96
O -3.9541 -5.9717 -1.3847 -0.20 -0.16 0.05
H -3.9808 -3.3666 -1.0366 -0.20 0.03 0.43
H -2.3761 -3.8603 -1.3695 0.26 -0.19 0.12
H -2.7417 -3.3571 0.2949 -0.11 0.29 -0.09
H -4.3137 -5.3710 0.4982 0.31 0.40 0.52
H -2.6435 -5.8997 0.1721 0.21 0.34 0.24
H -4.7883 -6.3594 -1.1100 0.00 -0.22 -0.47
C 2.8788 0.3953 5.3394 0.74 0.78 0.49
C 1.6475 -0.0734 6.0995 0.84 2.25 -0.82
O 1.2032 -1.1551 5.3867 -1.16 -2.38 0.31
H 3.5367 -0.4173 5.0312 0.00 -0.50 0.63
H 3.4442 1.0516 6.0011 0.28 0.36 -0.42
H 2.7076 0.8421 4.3601 -0.57 0.54 0.31
H 0.8448 0.6640 6.0919 0.08 0.26 -0.06
H 1.8938 -0.2255 7.1504 -0.05 -0.55 0.09
H 1.7459 -1.8572 5.7529 -0.21 -0.73 -0.53
C 4.2734 2.4262 2.1152 0.60 -1.00 -0.19
C 3.1864 3.3981 2.3922 -0.55 0.21 -1.10
O 3.4424 4.1599 3.5106 0.54 0.97 1.48
H 5.2763 2.8455 2.1951 -0.13 0.37 0.03
H 4.1566 2.0849 1.0866 0.03 -0.24 -0.03
H 4.2645 1.5512 2.7652 -0.12 -0.03 0.07
H 2.2042 2.9397 2.5072 -0.16 -0.46 -0.26
H 3.1341 4.0548 1.5238 -0.22 0.13 -0.29
H 2.9722 4.9902 3.4058 -0.01 0.05 0.24
C 3.6098 -2.9021 2.8604 -0.50 0.22 -0.60
C 3.2537 -4.1006 1.9277 0.39 1.00 1.09
O 2.1902 -3.7124 1.0779 0.09 0.51 1.03
H 4.3424 -3.1093 3.6404 0.00 -0.32 -0.13
H 2.7376 -2.4361 3.3188 -0.27 -0.55 0.29
H 3.9630 -2.0515 2.2774 0.47 -0.22 -0.28
H 2.9807 -4.9671 2.5299 -0.16 -0.12 0.11
H 4.1739 -4.3646 1.4064 -0.11 -0.06 -0.49
H 2.1946 -4.2579 0.2879 0.54 -0.42 -0.71
```
Positions in Å, forces in eV/Å.

=====

Record 4
Below is a structure of composition C16H21N2O4OsPS3, with properties calculated with ωB97M-V/def2-TZVPD.

Calculated values
2S+1: 2
Kohn-Sham gap (spin up / spin down): 0.306 / 0.285 hartree
Charge: +1
Energy above the lowest of the compared OMol25 structures with the same formula, charge and spin: 0.0 kcal/mol
LUMO level (spin up / spin down): -3.55 / -4.20 eV

The geometry in XYZ format:
```
48
Properties=species:S:1:pos:R:3:forces:R:3
Os -1.0015 -0.0292 -1.3029 -0.48 0.38 -0.12
C -1.9115 5.1995 1.9058 0.01 0.01 -0.01
C -2.6670 4.5934 0.7489 -0.07 0.03 0.04
O -1.7709 4.0659 -0.2778 0.09 -0.15 -0.08
P -1.0550 2.6724 -0.1813 0.00 0.21 0.17
S -2.2232 1.1207 0.3685 0.18 -0.33 -0.36
S -0.3200 2.1497 -1.9850 0.06 -0.32 0.26
O 0.0806 2.7664 0.9113 -0.06 0.05 -0.03
C 1.2049 3.6814 0.7436 0.06 0.03 0.00
C 2.4551 2.9772 1.2035 0.00 0.00 0.00
H -2.6271 5.6535 2.5916 0.00 -0.01 0.01
H -1.2363 5.9814 1.5588 0.00 0.00 0.00
H -1.3442 4.4497 2.4568 -0.01 0.00 0.00
H -3.2572 5.3376 0.2212 0.00 -0.01 -0.01
H -3.3319 3.7889 1.0678 0.02 -0.01 -0.01
H 0.9875 4.5646 1.3426 -0.01 -0.01 -0.01
H 1.2775 3.9777 -0.3049 -0.01 0.00 0.00
H 2.3475 2.6436 2.2351 0.00 0.00 0.00
H 3.3018 3.6613 1.1481 0.00 0.00 0.00
H 2.6685 2.1171 0.5681 -0.01 0.00 0.01
C 4.6613 -2.9313 2.5436 0.00 0.00 0.00
C 3.5554 -2.8027 1.5373 0.00 0.00 0.00
C 3.1751 -3.8965 0.7632 0.00 -0.01 0.00
C 2.1717 -3.7896 -0.1833 0.01 0.04 0.02
C 1.5452 -2.5619 -0.3532 0.01 0.00 0.04
C 1.9048 -1.4508 0.4010 0.02 -0.02 0.01
C 2.9057 -1.5827 1.3432 0.00 -0.01 -0.01
S 0.2721 -2.4688 -1.5335 0.14 0.41 -0.32
O 0.2304 -3.6431 -2.3376 -0.01 -0.02 0.03
O 0.4518 -1.1524 -2.2935 0.05 -0.43 0.03
N -1.0862 -2.1221 -0.7179 0.00 -0.17 0.28
C -2.2350 -2.3310 -1.5141 0.08 0.13 0.04
C -2.9944 -3.4486 -1.7828 0.04 -0.03 0.02
C -4.1005 -3.2583 -2.5978 0.01 -0.04 0.02
C -4.4099 -1.9979 -3.1033 -0.02 0.06 -0.03
C -3.6022 -0.9247 -2.7922 -0.02 -0.04 0.02
N -2.5351 -1.1295 -2.0146 -0.12 0.27 -0.01
H 4.6105 -3.8888 3.0604 0.00 0.00 0.00
H 4.6203 -2.1341 3.2835 0.00 0.00 0.00
H 5.6319 -2.8779 2.0467 0.00 0.00 0.00
H 3.6722 -4.8479 0.9029 0.00 0.00 0.00
H 1.8797 -4.6365 -0.7880 0.00 0.00 0.00
H 1.4153 -0.4949 0.2617 0.00 0.00 0.00
H 3.1921 -0.7255 1.9392 0.00 0.00 0.00
H -2.7261 -4.4087 -1.3685 -0.01 -0.01 -0.01
H -4.7353 -4.0993 -2.8419 0.01 -0.01 0.00
H -5.2717 -1.8492 -3.7366 0.00 -0.01 0.00
H -3.7766 0.0820 -3.1434 0.01 0.00 0.00
```
Positions in Å, forces in eV/Å.